Entry from the OMol25 dataset: C45H133BrCuN21O8P7 as an isolated structure (wB97M-V/def2-TZVPD).

Values from the calculation:
Orbital gap (spin up / spin down) in Ha: 0.2692 / 0.2383
Spin multiplicity: 2
Calculated total energy in eV: -276204.05305
E_LUMO (spin up / spin down) in eV: 0.46 / -0.23
HOMO (spin up / spin down) in eV: -6.9 / -6.7
Net charge: 0

Each line ends with the Mulliken charge.
Geometry (Å):
Cu: 17.44 -7.20 -2.55  0.766
Br: 17.96 -8.10 -0.18  -0.778
C: 16.05 -4.08 -0.06  -1.550
C: 15.66 -4.30 -1.52  1.423
C: 15.43 -2.90 -2.12  -1.422
O: 16.51 -5.19 -2.16  -0.042
H: 16.89 -3.38 -0.03  0.265
H: 16.31 -4.97 0.52  0.094
H: 15.20 -3.60 0.43  0.486
H: 14.72 -4.84 -1.37  -0.576
H: 15.13 -2.92 -3.17  0.198
H: 16.29 -2.24 -2.08  0.311
H: 14.61 -2.39 -1.61  0.398
O: 12.91 -7.49 5.44  -0.876
P: 14.04 -8.43 5.32  0.287
N: 14.83 -8.30 3.75  0.310
C: 14.17 -7.50 2.73  -0.833
C: 16.01 -9.06 3.40  -0.576
N: 13.64 -10.13 5.29  0.254
C: 14.60 -11.24 5.26  -1.176
C: 12.28 -10.46 4.81  -0.923
N: 15.42 -8.27 6.40  0.472
C: 15.33 -9.08 7.64  -1.102
C: 15.78 -6.84 6.72  -1.180
H: 14.93 -7.00 2.12  0.295
H: 13.57 -6.73 3.21  0.409
H: 13.44 -8.09 2.16  0.201
H: 15.70 -10.03 3.00  0.033
H: 16.63 -9.12 4.29  0.135
H: 16.50 -8.61 2.54  0.224
H: 14.65 -11.73 4.29  0.402
H: 15.56 -10.74 5.42  0.366
H: 14.35 -11.92 6.08  0.321
H: 12.03 -11.50 5.01  0.386
H: 11.53 -9.85 5.32  0.314
H: 12.14 -10.19 3.76  0.198
H: 16.36 -9.13 8.00  0.303
H: 14.69 -8.54 8.34  0.360
H: 15.02 -10.12 7.52  0.346
H: 16.09 -6.32 5.81  0.327
H: 16.56 -6.72 7.47  0.371
H: 14.95 -6.29 7.16  0.355
O: 18.37 -14.34 4.53  -0.892
P: 18.81 -15.22 3.40  0.311
N: 18.78 -14.39 1.93  0.404
C: 18.98 -15.06 0.63  -0.937
C: 19.06 -12.93 1.88  -1.065
N: 18.00 -16.65 3.21  0.231
C: 18.05 -17.51 4.44  -1.036
C: 16.67 -16.59 2.67  -1.187
N: 20.49 -15.68 3.42  0.417
C: 21.31 -14.86 4.31  -1.235
C: 21.03 -16.71 2.62  -0.879
H: 20.04 -14.92 0.41  0.446
H: 18.47 -14.58 -0.21  -0.103
H: 18.77 -16.13 0.71  0.537
H: 18.15 -12.42 1.59  0.247
H: 19.89 -12.88 1.18  0.267
H: 19.46 -12.52 2.81  0.445
H: 18.59 -16.99 5.24  0.382
H: 17.01 -17.69 4.69  0.432
H: 18.58 -18.45 4.29  0.248
H: 15.94 -16.10 3.32  0.358
H: 16.69 -16.13 1.68  0.323
H: 16.35 -17.63 2.60  0.475
H: 21.76 -15.56 5.01  0.430
H: 22.03 -14.26 3.74  0.308
H: 20.78 -14.25 5.04  0.341
H: 22.12 -16.75 2.50  0.362
H: 20.61 -16.74 1.61  0.267
H: 20.83 -17.73 2.96  0.244
O: 19.55 -6.37 -2.66  0.797
P: 20.77 -5.48 -2.54  -0.874
N: 20.78 -4.07 -3.55  0.541
C: 19.55 -3.33 -3.70  -1.070
C: 21.97 -3.19 -3.47  -1.203
N: 22.27 -6.26 -2.99  0.317
C: 22.73 -6.42 -4.32  -1.039
C: 22.91 -7.23 -2.07  -1.124
N: 21.10 -4.95 -0.98  0.569
C: 20.04 -4.56 -0.06  -0.836
C: 22.45 -4.38 -0.52  -1.146
H: 19.39 -2.53 -2.98  0.323
H: 18.72 -4.02 -3.59  0.005
H: 19.53 -2.89 -4.70  0.364
H: 21.98 -2.56 -2.57  0.262
H: 21.93 -2.46 -4.28  0.411
H: 22.87 -3.79 -3.53  0.344
H: 22.13 -7.22 -4.75  0.157
H: 22.42 -5.60 -4.98  0.342
H: 23.78 -6.57 -4.58  0.335
H: 23.76 -6.77 -1.59  0.356
H: 22.20 -7.47 -1.28  0.190
H: 23.20 -8.18 -2.52  0.477
H: 19.50 -5.49 0.11  0.037
H: 20.43 -4.24 0.91  0.467
H: 19.39 -3.77 -0.45  0.160
H: 22.80 -5.07 0.25  0.164
H: 22.42 -3.39 -0.06  0.392
H: 23.16 -4.40 -1.35  0.487
O: 18.10 -9.07 -3.51  1.034
P: 18.74 -10.41 -3.45  -1.482
N: 17.95 -11.40 -2.26  1.591
C: 16.65 -10.99 -1.71  -0.261
C: 18.42 -12.65 -1.86  -1.224
N: 20.37 -10.36 -2.91  0.125
C: 21.41 -9.84 -3.75  -0.674
C: 20.61 -10.07 -1.53  -0.358
N: 18.61 -11.26 -5.01  0.788
C: 17.48 -11.10 -5.83  -0.539
C: 19.34 -12.49 -5.31  -1.443
H: 15.89 -11.70 -2.05  0.343
H: 16.35 -9.99 -2.01  -0.883
H: 16.72 -10.98 -0.63  0.379
H: 17.60 -13.31 -1.57  0.514
H: 19.05 -12.63 -0.96  0.249
H: 18.96 -13.09 -2.69  0.082
H: 21.19 -10.14 -4.77  0.320
H: 21.50 -8.75 -3.68  -0.459
H: 22.37 -10.24 -3.41  0.602
H: 19.82 -10.45 -0.88  0.007
H: 21.53 -10.57 -1.25  0.409
H: 20.63 -9.00 -1.30  -0.499
H: 17.65 -11.29 -6.89  0.468
H: 16.75 -11.88 -5.56  0.377
H: 17.05 -10.10 -5.84  -0.360
H: 18.59 -13.28 -5.37  0.331
H: 20.08 -12.69 -4.54  0.465
H: 19.85 -12.29 -6.26  0.338
O: 23.25 -8.16 4.39  -0.882
P: 22.11 -7.47 5.06  0.268
N: 22.38 -7.04 6.71  0.281
C: 22.38 -8.09 7.70  -1.208
C: 23.32 -5.98 7.10  -1.053
N: 20.58 -8.28 4.98  0.571
C: 20.22 -9.01 3.79  -0.994
C: 19.60 -8.37 6.01  -1.730
N: 21.73 -5.92 4.32  0.402
C: 22.38 -5.53 3.08  -1.284
C: 20.39 -5.34 4.57  -1.001
H: 21.99 -8.98 7.21  0.399
H: 21.82 -7.90 8.62  0.241
H: 23.43 -8.28 7.88  0.468
H: 23.25 -5.66 8.15  0.384
H: 23.14 -5.05 6.56  0.276
H: 24.33 -6.29 6.87  0.374
H: 19.21 -9.41 3.87  0.324
H: 20.33 -8.39 2.90  0.174
H: 20.89 -9.85 3.60  0.282
H: 18.58 -8.07 5.76  0.753
H: 19.63 -9.26 6.63  0.365
H: 19.85 -7.68 6.81  0.447
H: 22.44 -6.37 2.37  0.406
H: 21.78 -4.75 2.62  0.479
H: 23.40 -5.30 3.36  0.205
H: 19.70 -5.68 3.79  0.315
H: 20.40 -4.25 4.66  0.398
H: 19.96 -5.62 5.53  0.295
O: 15.47 -8.07 -2.93  0.868
P: 14.06 -8.47 -2.94  -1.222
N: 13.26 -8.38 -1.44  0.563
C: 13.58 -9.28 -0.37  -0.985
C: 12.64 -7.14 -0.93  -0.750
N: 13.73 -10.02 -3.49  0.982
C: 12.37 -10.63 -3.47  -1.217
C: 14.60 -10.58 -4.48  -1.293
N: 13.05 -7.54 -3.99  0.290
C: 11.71 -7.89 -4.33  -1.102
C: 13.42 -6.14 -4.29  -1.083
H: 13.93 -10.28 -0.60  0.251
H: 12.75 -9.40 0.33  0.488
H: 14.41 -8.80 0.15  0.197
H: 13.17 -6.73 -0.07  0.076
H: 11.60 -7.38 -0.68  0.385
H: 12.68 -6.37 -1.70  0.131
H: 11.93 -10.56 -4.46  0.310
H: 12.31 -11.62 -3.02  0.274
H: 11.68 -10.02 -2.88  0.354
H: 14.92 -11.61 -4.35  0.412
H: 14.09 -10.57 -5.45  0.431
H: 15.54 -10.04 -4.57  -0.152
H: 11.19 -8.23 -3.44  0.342
H: 11.25 -6.98 -4.72  0.480
H: 11.66 -8.53 -5.21  0.133
H: 12.80 -5.42 -3.76  0.502
H: 13.41 -6.04 -5.37  0.606
H: 14.46 -6.02 -3.97  -0.105
O: 17.49 -6.64 -4.64  0.990
P: 17.60 -6.49 -6.13  -1.146
N: 19.20 -6.70 -6.71  0.472
C: 19.81 -8.04 -6.68  -1.183
C: 20.14 -5.61 -7.00  -0.639
N: 17.07 -5.03 -6.88  0.651
C: 17.18 -4.74 -8.31  -1.511
C: 16.23 -4.13 -6.10  -0.642
N: 16.68 -7.64 -7.10  0.754
C: 15.24 -7.80 -6.83  -1.283
C: 16.91 -7.80 -8.52  -1.203
H: 20.19 -8.21 -5.67  -0.119
H: 20.62 -8.03 -7.41  0.500
H: 19.07 -8.76 -7.02  0.324
H: 20.57 -5.73 -8.00  0.463
H: 21.02 -5.69 -6.37  -0.177
H: 19.77 -4.58 -6.97  0.212
H: 17.95 -5.33 -8.80  0.451
H: 16.21 -4.80 -8.81  0.244
H: 17.58 -3.72 -8.31  0.439
H: 15.89 -4.56 -5.15  -0.281
H: 16.68 -3.18 -5.82  0.215
H: 15.38 -3.81 -6.71  0.387
H: 14.71 -6.92 -7.17  0.306
H: 14.89 -8.70 -7.33  0.443
H: 14.99 -7.88 -5.77  0.127
H: 17.98 -7.92 -8.70  0.376
H: 16.58 -7.05 -9.24  0.224
H: 16.42 -8.72 -8.81  0.318

---

Entry from the OMol25 dataset: C45H26N9Pd as an isolated structure (wB97M-V/def2-TZVPD).

Values from the calculation:
Orbital gap in Ha: 0.1911
Energy above the lowest of the compared OMol25 structures with the same formula, charge and spin in kcal per mole: 0.0
Calculated total energy in eV: -63983.69553
E_LUMO in eV: 1.98
HOMO in eV: -3.2
Net charge: -1

Each line ends with the Mulliken charge.
Geometry (Å):
Pd: -0.03 1.35 -0.93  1.547
C: -5.41 5.04 -1.49  -0.588
C: -5.95 3.88 -2.11  -0.614
C: -5.19 2.75 -2.27  -0.194
C: -3.87 2.76 -1.81  0.271
C: -2.83 1.78 -1.82  -0.469
N: -1.75 2.29 -1.22  -0.174
C: -1.99 3.59 -0.84  -0.799
N: -1.10 4.44 -0.29  -0.589
C: 0.13 4.19 -0.01  -0.827
C: 1.11 5.14 0.51  0.519
C: 1.02 6.49 0.84  -0.119
C: 2.16 7.12 1.29  -0.583
C: 3.38 6.43 1.42  -0.633
C: 3.47 5.09 1.08  -0.123
C: 2.32 4.46 0.63  0.052
C: 2.08 3.07 0.21  -0.135
N: 3.03 2.13 0.27  -0.670
C: 2.74 0.87 -0.04  -0.366
N: 1.67 0.37 -0.64  -0.400
C: 1.57 -1.08 -0.39  0.931
N: 1.03 -1.84 -1.48  -0.374
C: -0.08 -1.44 -1.99  -0.481
N: -0.79 -0.29 -1.76  0.039
C: -2.01 -0.32 -2.40  -0.181
N: -2.95 0.55 -2.42  -0.648
C: -2.08 -1.60 -3.14  -0.032
C: -3.06 -2.15 -3.94  0.013
C: -2.81 -3.38 -4.52  -0.653
C: -1.61 -4.05 -4.30  -0.701
C: -0.63 -3.51 -3.49  0.028
C: -0.88 -2.27 -2.92  0.387
C: 3.00 -1.43 -0.01  -0.580
C: 3.66 -2.64 0.08  -0.047
C: 4.98 -2.63 0.52  -0.861
C: 5.62 -1.44 0.85  -0.746
C: 4.97 -0.22 0.73  0.013
C: 3.66 -0.24 0.28  -0.150
N: 0.80 2.96 -0.15  -0.176
C: -3.33 3.91 -1.19  0.460
C: -4.12 5.06 -1.04  -0.201
H: -6.04 5.91 -1.38  0.368
H: -6.98 3.90 -2.45  0.376
H: -5.60 1.86 -2.75  0.509
H: 0.08 7.02 0.73  0.543
H: 2.12 8.17 1.56  0.378
H: 4.25 6.96 1.77  0.388
H: 4.39 4.54 1.17  0.542
H: -3.99 -1.62 -4.11  0.570
H: -3.56 -3.84 -5.16  0.388
H: -1.45 -5.02 -4.77  0.391
H: 0.31 -4.01 -3.30  0.564
H: 3.18 -3.56 -0.19  0.656
H: 5.52 -3.56 0.59  0.424
H: 6.65 -1.47 1.19  0.373
H: 5.45 0.72 0.96  0.579
H: -3.70 5.95 -0.57  0.515
N: 0.66 -1.15 0.78  0.066
C: 0.35 -2.16 1.47  -0.261
C: -0.60 -1.94 2.60  0.682
C: -1.21 -3.02 3.24  -0.342
C: -2.12 -2.80 4.27  -0.840
C: -2.41 -1.51 4.67  -0.364
C: -1.80 -0.43 4.04  -0.632
C: -0.90 -0.64 3.01  -0.528
C: 0.88 -3.55 1.30  0.146
C: 0.54 -4.34 0.20  0.086
C: 1.10 -5.60 0.07  -0.770
C: 1.99 -6.08 1.02  -0.410
C: 2.30 -5.31 2.13  -0.861
C: 1.73 -4.05 2.27  0.114
H: -0.98 -4.03 2.93  0.388
H: -2.60 -3.64 4.75  0.380
H: -3.11 -1.33 5.48  0.369
H: -2.03 0.58 4.35  0.409
H: -0.43 0.18 2.49  0.536
H: -0.13 -3.95 -0.55  0.464
H: 0.84 -6.20 -0.80  0.405
H: 2.43 -7.06 0.89  0.372
H: 2.98 -5.69 2.88  0.391
H: 1.98 -3.45 3.14  0.492

---

Entry from the OMol25 dataset: C45H29BaCl4N9O3S as an isolated structure (wB97M-V/def2-TZVPD).

Values from the calculation:
Orbital gap in Ha: 0.1252
Energy above the lowest of the compared OMol25 structures with the same formula, charge and spin in kcal per mole: 62.3
Calculated total energy in eV: -128308.76243
E_LUMO in eV: 2.33
HOMO in eV: -1.1
Net charge: -2

Each line ends with the Mulliken charge.
Geometry (Å):
Ba: 0.29 -0.03 -0.27  0.427
Cl: 3.57 1.64 -6.99  -0.287
C: 3.59 1.25 -5.35  -0.146
C: 2.38 1.46 -4.70  -0.467
C: 2.12 1.02 -3.40  -0.393
N: 0.94 1.09 -2.83  0.859
C: -0.18 0.99 -3.63  -0.473
O: -0.24 0.37 -4.72  -0.691
C: -1.39 1.64 -3.11  0.664
C: -2.19 2.45 -3.98  -1.229
C: -3.33 2.99 -3.47  -0.490
C: -3.61 2.87 -2.07  -1.204
C: -2.80 2.02 -1.34  0.236
N: -1.68 1.48 -1.84  1.109
C: 3.27 0.34 -2.67  0.231
C: 4.57 0.57 -3.21  -1.411
C: 4.72 0.91 -4.56  0.684
Cl: 6.27 0.80 -5.24  -0.287
N: 2.95 -0.40 -1.64  0.343
C: 3.82 -1.33 -1.13  0.067
O: 5.02 -1.31 -1.28  -0.776
C: 3.25 -2.38 -0.23  0.348
C: 4.10 -3.47 0.00  -1.061
C: 3.60 -4.49 0.77  -0.246
C: 2.28 -4.50 1.22  -1.252
C: 1.49 -3.40 0.84  -0.196
N: 2.02 -2.37 0.21  0.769
H: 1.54 1.89 -5.32  0.247
H: -1.86 2.40 -5.00  0.528
H: -3.97 3.57 -4.11  0.410
H: -4.59 3.25 -1.66  0.377
H: -2.96 1.75 -0.24  -0.162
H: 5.39 0.18 -2.66  0.676
H: 5.09 -3.42 -0.32  0.593
H: 4.19 -5.37 1.04  0.344
H: 1.85 -5.31 1.76  0.454
H: 0.45 -3.29 1.03  0.508
C: 1.51 5.90 0.66  -0.452
C: 0.93 5.63 1.91  -0.645
C: 0.20 4.49 2.05  -0.364
C: 0.11 3.53 0.99  -0.032
C: 0.81 3.71 -0.20  0.157
C: 1.42 4.97 -0.38  -0.776
N: -0.66 2.37 1.19  1.426
N: -1.46 2.45 2.18  -0.781
C: -2.50 1.52 2.15  -0.619
C: -3.47 1.64 3.16  -0.562
C: -4.70 1.09 2.97  -0.514
C: -4.92 0.32 1.83  -0.731
C: -3.94 0.13 0.90  -1.067
C: -2.66 0.68 1.04  1.438
H: 2.08 6.84 0.56  0.305
H: 0.96 6.36 2.72  0.375
H: -0.36 4.24 2.96  0.360
H: 0.75 2.99 -1.04  0.299
H: 1.72 5.22 -1.40  0.397
H: -3.14 2.29 3.99  0.374
H: -5.47 1.25 3.73  0.321
H: -5.87 -0.21 1.74  0.322
H: -4.20 -0.38 -0.01  0.541
Cl: 4.57 2.36 2.94  -0.278
C: 3.12 1.66 3.53  0.253
C: 2.81 1.71 4.87  -0.565
C: 1.97 0.77 5.40  1.010
Cl: 1.85 0.75 7.11  -0.336
C: 1.14 -0.09 4.67  0.039
C: 0.10 -0.85 5.25  -0.870
C: -0.77 -1.61 4.46  -1.135
C: -0.59 -1.44 3.06  0.291
N: 0.35 -0.71 2.50  0.955
C: 1.17 0.02 3.22  -0.262
C: 2.30 0.83 2.61  -0.180
O: 2.49 0.90 1.37  -0.327
H: 3.33 2.34 5.58  0.404
H: -0.03 -0.89 6.36  0.234
H: -1.51 -2.31 4.84  0.430
H: -1.30 -1.89 2.37  -0.330
N: -3.32 -6.75 -1.43  -0.359
C: -3.09 -5.75 -2.32  0.438
S: -3.36 -5.92 -3.99  -0.380
C: -2.56 -4.46 -1.86  1.047
C: -2.06 -3.49 -2.77  -0.965
C: -1.58 -2.32 -2.22  -0.411
N: -1.61 -2.02 -0.91  0.669
C: -2.24 -2.87 -0.07  -0.847
C: -2.62 -4.12 -0.51  -1.147
H: -3.87 -7.55 -1.70  0.219
H: -2.90 -6.77 -0.50  0.211
H: -2.15 -3.66 -3.82  0.481
H: -1.30 -1.44 -2.87  0.138
H: -2.44 -2.59 0.95  0.407
H: -3.01 -4.76 0.24  0.299

---

Entry from the OMol25 dataset: C45H33Br2Cl5N11O4Y as an isolated structure (wB97M-V/def2-TZVPD).

Values from the calculation:
Orbital gap in Ha: 0.2058
Energy above the lowest of the compared OMol25 structures with the same formula, charge and spin in kcal per mole: 0.0
Calculated total energy in eV: -275526.81309
E_LUMO in eV: -1.62
HOMO in eV: -7.2
Net charge: 0

Each line ends with the Mulliken charge.
Geometry (Å):
Y: -0.12 0.30 0.02  -1.527
O: 5.75 -0.30 4.54  -0.720
C: 5.78 -0.08 3.32  0.349
O: 6.72 0.01 2.51  -0.713
C: 4.39 -0.12 2.65  -0.282
C: 3.23 -0.02 3.41  -1.092
C: 2.00 0.01 2.78  -0.885
N: 1.86 -0.06 1.45  2.625
C: 2.98 -0.20 0.71  1.217
C: 4.24 -0.24 1.27  -0.783
C: 2.80 -0.29 -0.79  -0.637
O: 3.64 -0.81 -1.49  -0.728
O: 1.68 0.22 -1.21  0.158
H: 3.32 0.04 4.48  0.543
H: 1.09 0.12 3.35  0.219
H: 5.12 -0.33 0.64  0.638
Cl: -1.29 3.62 1.70  -0.204
C: -1.51 2.14 2.63  0.914
C: -1.10 0.94 2.08  -0.795
C: -1.42 -0.16 2.85  1.139
Cl: -0.98 -1.74 2.17  -0.395
C: -2.06 -0.14 4.08  -0.147
Cl: -2.41 -1.59 4.95  -0.187
C: -2.43 1.10 4.60  0.486
Cl: -3.23 1.20 6.12  -0.191
C: -2.16 2.26 3.86  -0.171
Cl: -2.65 3.79 4.49  -0.193
Br: -6.44 1.79 -4.56  -0.166
C: -4.72 1.82 -3.77  -0.373
C: -4.18 3.03 -3.37  -0.887
C: -2.94 3.04 -2.75  -0.416
C: -2.24 1.86 -2.54  -1.137
C: -2.81 0.66 -2.93  0.844
C: -4.04 0.63 -3.56  -1.174
N: -1.02 1.89 -1.80  1.671
C: -0.22 2.85 -2.05  -0.840
C: 0.94 3.21 -1.22  0.486
C: 1.75 4.26 -1.62  -0.870
C: 2.81 4.63 -0.80  -0.651
C: 2.98 3.96 0.39  -0.996
C: 2.11 2.93 0.72  -0.479
N: 1.11 2.55 -0.07  0.879
H: -4.72 3.95 -3.52  0.450
H: -2.54 3.98 -2.38  0.669
H: -2.31 -0.27 -2.72  0.318
H: -4.48 -0.30 -3.87  0.835
H: -0.40 3.50 -2.92  0.632
H: 1.57 4.76 -2.56  0.523
H: 3.47 5.43 -1.09  0.443
H: 3.79 4.21 1.07  0.505
H: 2.22 2.38 1.65  0.555
C: -6.23 -1.21 -0.13  -0.918
N: -5.01 -0.43 -0.01  0.247
C: -4.92 0.93 0.13  -1.331
C: -3.59 1.22 0.15  -0.338
N: -2.86 0.06 0.01  1.126
C: -3.75 -0.90 -0.09  -0.967
H: -6.98 -0.82 0.56  0.350
H: -6.02 -2.24 0.13  0.331
H: -6.62 -1.16 -1.15  0.317
H: -5.79 1.56 0.22  0.550
H: -3.12 2.18 0.28  0.375
H: -3.55 -1.95 -0.21  0.331
C: 0.45 -0.80 -3.76  -1.588
C: -0.32 -1.74 -2.90  -0.252
N: -0.54 -1.62 -1.61  3.243
C: -1.28 -2.73 -1.23  -1.236
C: -1.52 -3.50 -2.31  -1.460
N: -0.91 -2.87 -3.37  0.509
C: -0.98 -3.36 -4.73  -1.594
N: -2.27 -3.13 -5.32  0.764
N: -3.25 -4.05 -5.16  -0.594
N: -4.32 -3.62 -5.70  -0.633
C: -4.07 -2.38 -6.25  0.334
C: -4.92 -1.51 -6.95  -0.708
C: -4.37 -0.33 -7.39  -0.631
C: -3.01 -0.01 -7.15  -0.709
C: -2.17 -0.86 -6.47  -0.556
C: -2.74 -2.06 -6.02  1.310
H: 1.12 -0.23 -3.13  -0.359
H: -0.23 -0.11 -4.29  -0.128
H: 1.04 -1.33 -4.50  0.878
H: -1.53 -2.91 -0.20  0.751
H: -2.05 -4.44 -2.43  0.642
H: -0.81 -4.44 -4.72  0.311
H: -0.21 -2.88 -5.34  0.583
H: -5.95 -1.76 -7.12  0.443
H: -4.98 0.38 -7.93  0.443
H: -2.62 0.92 -7.52  0.429
H: -1.14 -0.61 -6.29  0.431
Br: 5.06 -5.96 0.51  -0.153
C: 3.63 -4.73 0.43  0.015
C: 3.08 -4.39 -0.79  -0.935
C: 2.04 -3.47 -0.78  -0.077
N: 1.54 -2.92 0.32  0.453
C: 2.09 -3.27 1.48  -0.321
C: 3.14 -4.17 1.60  -0.815
H: 3.47 -4.79 -1.71  0.488
H: 1.61 -3.15 -1.72  0.270
H: 1.70 -2.79 2.37  0.437
H: 3.57 -4.40 2.56  0.490